Density functional theory data (wB97M-V/def2-TZVPD) for 2 unconnected molecules or ions with the total composition C5H10NO in a non-equilibrium geometry.

```
17
Properties=species:S:1:pos:R:3
O -1.137 2.693 1.779
C -1.214 1.854 0.935
C -0.130 0.797 0.786
C -0.293 -0.003 -0.493
C 0.684 -1.108 -0.844
C 1.411 -1.805 0.196
N 0.511 -1.712 -1.990
H -1.890 1.972 0.063
H 0.749 1.444 0.713
H -0.010 0.139 1.648
H -0.326 0.732 -1.310
H -1.248 -0.510 -0.703
H 0.928 -2.256 1.050
H 2.400 -2.103 -0.162
H 1.449 -4.321 -0.741
H 0.816 -2.680 -1.958
H -0.177 -1.410 -2.667
```

HOMO in eV: -13.5
Total energy in hartree: -326.00512
Net charge: +1
Relative energy (zero: lowest compared OMol25 entry of this formula, charge and spin) in kJ/mol: 726.4
HOMO-LUMO gap in eV: 5.8

Density functional theory data (wB97M-V/def2-TZVPD) for a gas-phase ion, C5H10NO (charge +1) in a non-equilibrium geometry.

```
17
Properties=species:S:1:pos:R:3
C 1.370 0.003 -1.044
C 0.218 0.782 1.120
C 1.107 -1.381 -0.515
C -0.734 -0.058 0.400
C -2.163 0.100 0.527
N 0.344 0.863 -0.326
O -0.230 -1.434 -0.183
H 2.306 0.514 -0.935
H 1.101 0.096 -2.108
H -0.053 1.806 1.499
H 0.966 0.223 1.638
H 1.144 -2.149 -1.297
H 1.893 -1.664 0.338
H -2.450 1.086 0.323
H -2.391 -0.094 1.560
H -2.672 -0.413 -0.319
H 0.246 1.722 -0.679
```

HOMO in eV: -15.0
Total energy in hartree: -326.16141
Net charge: +1
Relative energy (zero: lowest compared OMol25 entry of this formula, charge and spin) in kJ/mol: 316.1
HOMO-LUMO gap in eV: 11.8
Structure (SMILES): C[C@]12C[N@H+]1CCO2

Density functional theory data (wB97M-V/def2-TZVPD) for 2 unconnected molecules or ions with the total composition C5H10NO in a non-equilibrium geometry.

```
17
Properties=species:S:1:pos:R:3
C 1.296 -0.349 1.933
C -1.644 -0.006 0.468
C -0.169 -1.363 -1.204
C 1.027 1.743 0.025
C -0.292 -0.557 0.091
N 0.501 -0.725 1.184
O 1.920 1.356 0.924
H 1.820 -0.511 2.849
H -2.246 -0.808 0.906
H -2.098 0.580 -0.243
H -1.381 0.655 1.245
H -0.681 -2.257 -1.315
H 0.874 -1.569 -1.274
H -0.702 -0.746 -1.840
H 0.237 2.362 0.460
H 1.473 1.948 -0.943
H 2.687 0.861 0.538
```

HOMO (alpha / beta) in eV: -12.7 / -12.7
Total energy in hartree: -326.06917
Net charge: +1
Relative energy (zero: lowest compared OMol25 entry of this formula, charge and spin) in kJ/mol: 558.3
HOMO-LUMO gap (alpha / beta) in eV: 8.2 / 8.2

Density functional theory data (wB97M-V/def2-TZVPD) for 2 unconnected molecules or ions with the total composition C5H10NO in a non-equilibrium geometry.

```
17
Properties=species:S:1:pos:R:3
C 2.710 0.239 0.910
C 1.409 0.050 0.828
C -1.863 0.878 -0.552
C 0.662 -2.176 0.014
C 0.164 0.430 0.851
N -0.415 1.079 -0.440
O 0.894 -2.097 -1.190
H 2.869 1.191 1.406
H -2.095 0.714 -1.551
H -1.988 -0.017 0.007
H -2.370 1.762 -0.286
H 1.448 -2.439 0.744
H -0.399 -1.916 0.374
H -0.443 0.192 1.765
H 0.129 0.970 -1.264
H -0.259 2.066 -0.203
H 3.595 -0.324 0.916
```

HOMO (alpha / beta) in eV: -10.2 / -14.4
Total energy in hartree: -325.97005
Net charge: +1
2S+1: 3
Relative energy (zero: lowest compared OMol25 entry of this formula, charge and spin) in kJ/mol: 397.1
HOMO-LUMO gap (alpha / beta) in eV: 6.7 / 8.2

Density functional theory data (wB97M-V/def2-TZVPD) for a molecular structure, C5H10NO2 in a non-equilibrium geometry.

```
18
Properties=species:S:1:pos:R:3
C 1.363 0.726 0.560
C 1.877 -0.808 0.750
C 1.240 0.983 -0.942
N -1.333 -0.944 -1.568
C -2.413 -0.584 -0.760
C -2.644 0.232 0.518
O -3.890 0.477 0.649
O -1.799 0.547 1.385
H 0.423 0.622 1.158
H 2.115 1.433 1.083
H 1.841 -1.224 1.758
H 2.980 -0.818 0.384
H 1.252 -1.464 0.114
H 0.324 1.719 -1.185
H 1.040 0.125 -1.563
H 2.105 1.508 -1.290
H -1.312 -1.214 -0.300
H -3.170 -1.315 -0.750
```

HOMO in eV: -4.1
Total energy in hartree: -401.62962
Net charge: -1
Relative energy (zero: lowest compared OMol25 entry of this formula, charge and spin) in kJ/mol: 517.8
HOMO-LUMO gap in eV: 8.1

Density functional theory data (wB97M-V/def2-TZVPD) for a gas-phase ion, C5H10NO2 (charge -1) in a non-equilibrium geometry.

```
18
Properties=species:S:1:pos:R:3
C -1.326 -1.665 0.835
C -0.602 -0.698 -0.108
C -0.107 -1.424 -1.351
C 0.165 -0.459 -2.556
N 0.539 -0.089 0.547
C 0.505 1.299 0.924
O 1.558 1.960 0.763
O -0.601 1.680 1.370
H -1.774 -1.125 1.674
H -0.699 -2.490 1.185
H -2.149 -2.215 0.374
H -1.312 0.070 -0.420
H -0.741 -2.120 -1.917
H 0.793 -2.014 -1.158
H 1.016 0.193 -2.343
H -0.617 0.276 -2.695
H 0.310 -1.043 -3.463
H 1.402 -0.561 0.335
```

HOMO in eV: -3.7
Total energy in hartree: -401.81094
Net charge: -1
Relative energy (zero: lowest compared OMol25 entry of this formula, charge and spin) in kJ/mol: 41.7
HOMO-LUMO gap in eV: 7.4
Structure (SMILES): CC[C@@H](C)NC(=O)[O-]

Density functional theory data (wB97M-V/def2-TZVPD) for a molecular structure, C5H10NO2 in a non-equilibrium geometry.

```
18
Properties=species:S:1:pos:R:3
C 0.390 -0.147 0.892
N 1.659 -0.863 0.760
C 1.487 -2.317 0.711
O 0.673 -2.814 -0.232
C -0.207 0.329 -0.440
C -1.447 1.145 -0.283
C -1.655 2.203 -1.288
O -2.658 2.838 -1.495
H 0.513 0.701 1.553
H -0.319 -0.828 1.371
H 2.076 -0.636 -0.137
H 1.112 -2.595 1.707
H 2.509 -2.737 0.671
H -0.346 -0.555 -1.072
H 0.569 0.917 -0.918
H -2.370 0.767 0.129
H -1.183 2.241 0.045
H -0.803 2.350 -1.975
```

HOMO (alpha / beta) in eV: -9.4 / -9.4
Total energy in hartree: -401.59905
2S+1: 2
Relative energy (zero: lowest compared OMol25 entry of this formula, charge and spin) in kJ/mol: 253.0
HOMO-LUMO gap (alpha / beta) in eV: 10.3 / 7.4

Density functional theory data (wB97M-V/def2-TZVPD) for a molecular structure, C5H10NO2 in a non-equilibrium geometry.

```
18
Properties=species:S:1:pos:R:3
O 2.838 -0.609 -0.245
C 2.057 0.423 -0.122
O 2.305 1.654 0.176
C 0.619 0.070 -0.373
C -0.083 0.455 0.923
C -1.623 0.545 0.789
C -2.368 -0.713 0.043
N -3.247 -0.963 -1.038
H 0.212 0.799 -1.266
H 0.566 -0.942 -0.765
H 0.068 -0.320 1.763
H 0.428 1.422 1.296
H -1.876 1.409 0.085
H -2.042 0.648 1.786
H -1.643 -3.572 -1.457
H -1.952 -1.558 0.666
H -1.736 -3.681 -0.721
H -2.060 -0.510 -1.133
```

HOMO (alpha / beta) in eV: -8.9 / -8.9
Total energy in hartree: -401.43583
2S+1: 2
Relative energy (zero: lowest compared OMol25 entry of this formula, charge and spin) in kJ/mol: 681.5
HOMO-LUMO gap (alpha / beta) in eV: 9.1 / 4.6

Density functional theory data (wB97M-V/def2-TZVPD) for a gas-phase ion, C5H10NO2 (charge +1) in a non-equilibrium geometry.

```
18
Properties=species:S:1:pos:R:3
O -0.657 -1.497 0.841
C -0.613 -0.331 1.193
O -1.750 0.472 1.227
C 0.637 0.411 1.586
C 1.680 0.033 0.507
C 1.165 0.492 -0.779
C 0.371 -0.260 -1.555
N -0.451 0.485 -2.588
H -2.615 -0.062 1.104
H 0.358 1.531 1.443
H 1.001 0.078 2.602
H 2.725 0.389 0.913
H 1.583 -1.091 0.601
H 1.736 1.339 -1.247
H -0.093 -1.417 -1.311
H 0.238 1.365 -2.903
H -1.229 0.763 -2.095
H -0.730 -0.171 -3.239
```

HOMO in eV: -14.3
Total energy in hartree: -401.41992
Net charge: +1
Relative energy (zero: lowest compared OMol25 entry of this formula, charge and spin) in kJ/mol: 275.9
HOMO-LUMO gap in eV: 10.5
Structure (SMILES): [NH3+]/C=C/CCC(=O)O

Density functional theory data (wB97M-V/def2-TZVPD) for 2 unconnected molecules or ions with the total composition C5H10NO3 in a non-equilibrium geometry.

```
19
Properties=species:S:1:pos:R:3
C 3.339 -0.408 -1.016
C -0.792 1.240 -1.003
C -2.008 -0.232 0.530
C 0.207 0.543 1.326
C -0.524 0.030 0.015
N -0.030 -1.034 -0.725
O 3.846 0.476 -0.454
O 3.193 -1.456 -1.469
O 0.349 -2.141 0.146
H 0.211 1.421 -1.569
H -1.622 0.797 -1.685
H -1.121 2.202 -0.631
H -2.298 0.840 0.821
H -2.133 -0.928 1.381
H -2.693 -0.637 -0.197
H 0.606 -0.317 2.000
H 1.121 1.199 1.109
H -0.615 1.112 1.866
H 0.965 -2.708 -0.446
```

HOMO in eV: -1.1
Total energy in hartree: -476.90009
Net charge: -1
Relative energy (zero: lowest compared OMol25 entry of this formula, charge and spin) in kJ/mol: 530.0
HOMO-LUMO gap in eV: 4.4